No. 1
# C45H38F5N2O2P2RuS

A structure of composition C45H38F5N2O2P2RuS (ωB97M-V/def2-TZVPD, OMol25).

Positions of all 96 atoms, in Å:
Ru: -0.49 0.77 -0.66
O: 1.68 1.29 1.64
C: 1.42 0.80 2.91
C: 2.39 0.49 3.86
C: 2.01 0.09 5.12
C: 0.67 -0.01 5.47
C: -0.29 0.22 4.49
C: 0.07 0.60 3.20
P: -1.17 0.47 1.85
C: -1.59 -1.29 2.08
C: -2.60 -1.77 2.91
C: -2.77 -3.14 3.10
C: -1.92 -4.03 2.47
C: -0.90 -3.56 1.64
C: -0.75 -2.20 1.44
C: -2.58 1.42 2.50
C: -3.88 1.13 2.09
C: -4.93 1.96 2.45
C: -4.69 3.10 3.21
C: -3.40 3.40 3.62
C: -2.35 2.57 3.27
C: 2.98 1.37 1.17
C: 3.96 2.07 1.87
C: 5.26 2.08 1.40
C: 5.58 1.40 0.23
C: 4.57 0.79 -0.50
C: 3.24 0.79 -0.06
P: 1.91 0.34 -1.26
C: 2.21 -1.42 -1.59
C: 1.81 -1.99 -2.80
C: 1.87 -3.37 -2.98
C: 2.31 -4.19 -1.95
C: 2.69 -3.63 -0.73
C: 2.64 -2.26 -0.55
C: 2.58 1.25 -2.69
C: 2.28 2.61 -2.76
C: 2.79 3.39 -3.78
C: 3.59 2.82 -4.76
C: 3.89 1.47 -4.70
C: 3.39 0.69 -3.67
H: 3.44 0.55 3.62
H: 2.78 -0.14 5.85
H: 0.37 -0.31 6.47
H: -1.33 0.07 4.72
H: -3.27 -1.08 3.41
H: -3.57 -3.50 3.73
H: -2.05 -5.10 2.61
H: -0.24 -4.26 1.14
H: 0.02 -1.84 0.78
H: -4.07 0.27 1.46
H: -5.93 1.72 2.12
H: -5.52 3.75 3.48
H: -3.21 4.29 4.21
H: -1.35 2.81 3.60
H: 3.69 2.60 2.77
H: 6.02 2.62 1.95
H: 6.60 1.38 -0.13
H: 4.82 0.33 -1.45
H: 1.44 -1.36 -3.59
H: 1.56 -3.80 -3.92
H: 2.33 -5.26 -2.08
H: 3.03 -4.27 0.08
H: 2.95 -1.83 0.40
H: 1.65 3.05 -2.01
H: 2.56 4.45 -3.83
H: 3.98 3.43 -5.57
H: 4.52 1.02 -5.46
H: 3.64 -0.37 -3.63
C: -1.12 0.10 -4.32
O: -0.23 0.61 -3.34
C: -0.62 1.75 -2.62
C: -1.33 2.80 -3.40
H: -1.15 0.74 -5.20
H: -2.12 -0.02 -3.91
H: -0.74 -0.88 -4.61
H: -2.38 2.55 -3.64
H: -0.84 3.04 -4.36
H: -1.38 3.75 -2.84
F: -3.25 -6.06 -0.61
C: -3.15 -4.73 -0.74
C: -4.04 -3.90 -0.10
F: -5.01 -4.43 0.66
C: -3.91 -2.53 -0.21
F: -4.79 -1.76 0.45
C: -2.90 -1.93 -0.97
S: -2.77 -0.19 -1.12
C: -2.02 -2.81 -1.60
F: -1.01 -2.32 -2.33
C: -2.14 -4.18 -1.50
F: -1.26 -4.98 -2.11
N: -2.39 3.43 -0.28
N: -0.99 3.12 -0.07
H: -2.89 3.02 0.51
H: -2.66 2.85 -1.07
H: -0.74 3.51 0.84
H: -0.48 3.68 -0.75

energy relative to the best compared isomer or geometry (same formula, charge and spin): 1.840 eV
HOMO energy (alpha / beta): -0.189 / -0.270 Ha
strongest force on any atom: 0.3 eV/A
multiplicity: 6
LUMO (alpha / beta): 0.0158 / -0.0027 hartree

***

No. 2
# C11H25N2O4S

The ion C11H25N2O4S with charge +1 (ωB97M-V/def2-TZVPD, OMol25).

Positions of all 43 atoms, in Å:
C: 4.88 1.95 1.00
C: 5.06 1.07 -0.24
C: 4.57 -0.35 -0.03
O: 3.19 -0.45 0.35
C: 2.30 0.24 -0.50
C: 0.87 -0.23 -0.20
C: 0.86 -1.43 0.72
N: -0.58 -1.78 1.00
C: -1.35 -2.10 -0.25
C: -1.22 -0.96 -1.27
C: -2.10 0.22 -0.84
C: -3.60 -0.03 -1.02
C: -4.42 1.13 -0.47
S: -4.45 1.14 1.33
O: -3.49 0.18 1.81
O: -4.43 2.48 1.81
O: -5.90 0.59 1.69
N: 0.20 -0.64 -1.44
H: 4.53 2.95 0.75
H: 5.82 2.06 1.55
H: 4.16 1.51 1.70
H: 6.12 0.99 -0.51
H: 4.57 1.52 -1.11
H: 5.11 -0.82 0.79
H: 4.73 -0.96 -0.93
H: 2.53 0.02 -1.55
H: 2.38 1.32 -0.35
H: 0.33 0.58 0.30
H: 1.37 -1.26 1.66
H: 1.29 -2.30 0.22
H: -1.04 -1.00 1.48
H: -0.62 -2.58 1.64
H: -0.97 -3.05 -0.63
H: -2.38 -2.22 0.05
H: -1.56 -1.38 -2.22
H: -1.82 1.11 -1.40
H: -1.92 0.44 0.21
H: -3.91 -0.93 -0.48
H: -3.83 -0.19 -2.07
H: -5.45 1.13 -0.81
H: -3.99 2.10 -0.75
H: -6.17 -0.16 1.14
H: 0.30 0.08 -2.14

HOMO energy: -0.473 Ha
strongest force on any atom: 0.3 eV/A
charge: +1
SMILES: CCCOC[C@@H]1C[NH2+]C[C@@H](CCCS(=O)(=O)O)N1
LUMO: -0.1029 hartree